No. 1
Entry from OMol25: a structure of composition C49H42BrCl2N3OP2RuS (wB97M-V/def2-TZVPD).

Calculated values
- multiplicity = 2
- Kohn-Sham gap (spin up / spin down) (eV) = 5.13 / 5.54
- total charge = +3
- E (Eh) = -6801.26008
- LUMO (spin up / spin down) (eV) = -10.39 / -9.97
- energy above the lowest of the compared OMol25 structures with the same formula, charge and spin (kcal per mole) = 0.00

Atoms and positions in Å:
Ru -0.75 -0.04 -0.73
C 4.01 1.31 3.63
C 3.40 -0.03 3.18
C 4.07 -1.19 3.95
C 3.63 -0.22 1.69
C 4.92 -0.37 1.19
C 5.16 -0.57 -0.16
C 4.11 -0.57 -1.05
C 2.81 -0.39 -0.58
P 1.47 -0.21 -1.76
C 1.87 1.35 -2.61
C 2.90 2.18 -2.19
C 3.16 3.36 -2.88
C 2.39 3.71 -3.98
C 1.33 2.90 -4.38
C 1.06 1.73 -3.68
C 1.83 -1.54 -2.93
C 2.05 -1.33 -4.29
C 2.45 -2.39 -5.09
C 2.63 -3.65 -4.54
C 2.38 -3.87 -3.19
C 1.97 -2.82 -2.39
C 2.58 -0.25 0.78
O 1.25 -0.15 1.16
C 0.95 -0.11 2.50
C -0.40 -0.16 2.81
C -0.82 -0.11 4.13
C 0.12 0.00 5.14
C 1.46 0.04 4.81
C 1.91 -0.03 3.50
P -1.65 -0.27 1.51
C -2.52 -1.82 1.80
C -2.04 -2.79 2.68
C -2.77 -3.96 2.85
C -3.94 -4.17 2.14
C -4.40 -3.22 1.24
C -3.69 -2.04 1.07
C -2.80 1.03 2.00
C -2.35 2.36 1.96
C -3.18 3.39 2.35
C -4.47 3.12 2.79
C -4.91 1.81 2.87
C -4.09 0.76 2.49
H 5.07 1.35 3.38
H 3.91 1.43 4.71
H 3.51 2.15 3.15
H 5.15 -1.17 3.81
H 3.69 -2.15 3.60
H 3.87 -1.11 5.02
H 5.76 -0.34 1.87
H 6.17 -0.70 -0.51
H 4.28 -0.70 -2.11
H 3.51 1.92 -1.33
H 3.97 4.00 -2.56
H 2.61 4.62 -4.53
H 0.71 3.18 -5.22
H 0.21 1.12 -3.97
H 1.94 -0.35 -4.73
H 2.65 -2.22 -6.14
H 2.96 -4.47 -5.17
H 2.50 -4.86 -2.77
H 1.80 -2.97 -1.33
H -1.88 -0.16 4.37
H -0.20 0.04 6.17
H 2.19 0.12 5.61
H -1.14 -2.62 3.25
H -2.41 -4.71 3.55
H -4.51 -5.08 2.30
H -5.31 -3.39 0.69
H -4.04 -1.28 0.38
H -1.34 2.56 1.62
H -2.82 4.41 2.32
H -5.12 3.93 3.09
H -5.90 1.59 3.24
H -4.43 -0.26 2.59
S -0.37 2.48 -0.73
C -1.04 3.98 -1.19
N -0.15 4.97 -1.45
C -0.54 6.22 -1.77
C -1.87 6.50 -1.85
C -2.75 5.44 -1.59
N -2.35 4.22 -1.27
H 0.84 4.74 -1.38
H 0.23 6.95 -1.94
H -2.22 7.49 -2.11
H -3.83 5.59 -1.62
Br -2.67 -4.48 -4.10
C -1.82 -4.00 -2.50
C -1.51 -4.94 -1.53
C -0.88 -4.52 -0.37
C -0.59 -3.18 -0.21
N -0.93 -2.27 -1.14
C -1.51 -2.67 -2.27
H -1.73 -5.99 -1.69
H -0.60 -5.23 0.40
H -0.08 -2.81 0.66
H -1.72 -1.93 -3.03
Cl -2.91 0.44 -2.03
C -4.59 -0.18 -2.33
Cl -4.78 -1.91 -2.13
H -4.81 0.08 -3.36
H -5.25 0.33 -1.64



No. 2
Entry from OMol25: a cluster of 2 separate species, C4H12 in total (wB97M-V/def2-TZVPD).

Calculated values
- SMILES string = CC.CC
- Kohn-Sham gap (eV) = 12.13
- E (Eh) = -159.53338
- LUMO (eV) = 1.13
- energy above the lowest of the compared OMol25 structures with the same formula, charge and spin (kcal per mole) = 32.38

Atoms and positions in Å:
C 1.79 -0.30 1.36
C 1.14 -1.71 0.94
H 2.36 -0.26 2.37
H 2.63 -0.19 0.79
H 0.95 0.39 1.33
H 0.52 -1.67 -0.03
H 0.38 -1.83 1.62
H 1.97 -2.44 0.85
C -1.87 1.60 -1.41
C -1.01 0.44 -0.91
H -2.37 2.07 -0.57
H -1.35 2.23 -2.05
H -2.79 1.28 -1.93
H -1.16 -0.49 -1.46
H -1.42 -0.02 0.10
H 0.00 0.79 -0.87



No. 3
Entry from OMol25: the molecule C12H10S (wB97M-V/def2-TZVPD).

Calculated values
- SMILES string = C#CC(=C)C(=C)c1ccccc1S
- Kohn-Sham gap (eV) = 8.59
- E (Eh) = -861.29283
- LUMO (eV) = 0.17
- energy above the lowest of the compared OMol25 structures with the same formula, charge and spin (kcal per mole) = 93.43

Atoms and positions in Å:
C -4.10 0.06 0.84
C -3.11 0.62 0.39
C -1.81 0.72 -0.19
C -1.52 1.54 -1.21
C -0.90 -0.34 0.27
C -1.19 -1.29 1.16
C 0.51 -0.28 -0.07
C 1.01 -0.90 -1.15
C 2.32 -1.17 -1.43
C 3.29 -0.50 -0.70
C 2.81 0.32 0.35
C 1.46 0.32 0.78
S 1.09 1.28 2.15
H -5.00 0.07 1.40
H -2.41 2.25 -1.50
H -0.50 1.71 -1.63
H -2.24 -1.53 1.30
H -0.37 -2.03 1.49
H 0.32 -1.45 -1.81
H 2.68 -1.77 -2.24
H 4.26 -0.44 -1.04
H 3.45 0.79 0.99
H -0.05 1.99 1.84



No. 4
Entry from OMol25: a structure of composition C4H3MgO2Rb (wB97M-V/def2-TZVPD).

Calculated values
- Kohn-Sham gap (spin up / spin down) (eV) = 2.78 / 2.68
- total charge = +2
- E (Eh) = -528.06421
- LUMO (spin up / spin down) (eV) = -10.28 / -10.29
- energy above the lowest of the compared OMol25 structures with the same formula, charge and spin (kcal per mole) = 49.77

Atoms and positions in Å:
H -1.79 -0.73 1.51
C 3.23 -0.29 0.50
C 2.14 0.54 0.98
C 0.89 0.09 0.86
C -0.28 -0.40 0.52
O -0.90 -0.76 -0.46
O 4.41 0.08 0.45
Mg 5.81 1.30 0.90
H 2.98 -1.27 0.06
H 2.38 1.57 1.28
Rb -4.89 -1.90 1.81



No. 5
Entry from OMol25: a structure of composition C13H20BrNOS4Sm (wB97M-V/def2-TZVPD).

Calculated values
- multiplicity = 6
- Kohn-Sham gap (spin up / spin down) (eV) = 6.11 / 8.75
- total charge = +3
- E (Eh) = -5461.09204
- LUMO (spin up / spin down) (eV) = -12.65 / -10.02

Atoms and positions in Å:
Sm 10.01 9.71 4.60
C 8.40 11.86 6.92
C 9.56 11.49 7.82
S 10.22 9.80 7.43
C 12.00 9.81 7.86
C 12.81 8.78 6.99
S 12.84 9.06 5.11
C 13.70 10.68 5.11
C 13.41 11.41 3.81
S 11.70 11.99 3.63
C 11.28 13.28 4.94
C 9.76 13.51 5.07
S 8.53 12.11 5.14
H 8.01 12.88 7.26
H 7.59 11.09 7.08
H 9.09 11.39 8.83
H 10.32 12.26 7.77
H 12.08 9.55 8.92
H 12.50 10.74 7.68
H 12.33 7.84 7.11
H 13.82 8.69 7.35
H 14.81 10.49 5.19
H 13.29 11.23 5.98
H 13.46 10.71 2.96
H 14.07 12.25 3.52
H 11.62 14.14 4.43
H 11.83 13.10 5.87
H 9.50 14.01 4.19
H 9.58 14.19 5.99
O 6.31 5.15 7.01
C 6.68 6.29 6.39
C 6.29 7.59 6.69
C 6.84 8.66 6.05
N 7.86 8.43 5.22
C 8.20 7.22 4.85
Br 9.61 7.03 3.45
C 7.71 6.07 5.40
H 5.55 5.30 7.68
H 5.58 7.72 7.59
H 6.42 9.71 6.10
H 8.01 5.09 5.08



No. 6
Entry from OMol25: the molecule C2H3N3O3 (wB97M-V/def2-TZVPD).

Calculated values
- SMILES string = O=c1n(O)cnn1O
- Kohn-Sham gap (eV) = 10.10
- E (Eh) = -467.87338
- LUMO (eV) = 0.66
- energy above the lowest of the compared OMol25 structures with the same formula, charge and spin (kcal per mole) = 57.07

Atoms and positions in Å:
O -0.46 1.88 0.03
C -0.13 0.71 0.14
N -1.00 -0.36 0.18
O -2.30 -0.07 -0.18
C -0.34 -1.51 0.02
N 0.92 -1.40 0.00
N 1.07 -0.01 0.10
O 2.28 0.46 -0.25
H -2.31 0.92 -0.16
H -0.77 -2.46 -0.09
H 2.80 0.51 0.54



Question: Which of these has the lowest E?
Answer: C49H42BrCl2N3OP2RuS



Question: What is the formula in the sixth record?
Answer: C2H3N3O3



Repeat the sixth record exactly.
Entry from OMol25: the molecule C2H3N3O3 (wB97M-V/def2-TZVPD).

Calculated values
- SMILES string = O=c1n(O)cnn1O
- Kohn-Sham gap (eV) = 10.10
- E (Eh) = -467.87338
- LUMO (eV) = 0.66
- energy above the lowest of the compared OMol25 structures with the same formula, charge and spin (kcal per mole) = 57.07

Atoms and positions in Å:
O -0.46 1.88 0.03
C -0.13 0.71 0.14
N -1.00 -0.36 0.18
O -2.30 -0.07 -0.18
C -0.34 -1.51 0.02
N 0.92 -1.40 0.00
N 1.07 -0.01 0.10
O 2.28 0.46 -0.25
H -2.31 0.92 -0.16
H -0.77 -2.46 -0.09
H 2.80 0.51 0.54